1.
Here is 3 unconnected molecules or ions with the total composition C27H54F3N5O6Si in a non-equilibrium geometry from the OMol25 dataset. Energies are from the ωB97M-V functional and the def2-TZVPD basis.

Computed properties:
largest force on an atom = 2.9 eV/Å
LUMO energy (spin up / spin down) = 0.426 / -0.035 eV
E = -2375.44049 Eh
HOMO-LUMO gap (spin up / spin down) = 8.827 / 8.366 eV
2S+1 = 3
HOMO (spin up / spin down) = -8.4013 / -8.4016 eV

Each line ends with the Mulliken spin population.
Positions of all 96 atoms, in Å:
C 2.8555 5.3620 4.1466  0.000
C 3.3509 5.3612 2.6513  0.000
O 2.2990 5.7957 1.8121  0.000
C 3.8459 3.9180 2.3585  0.000
N 4.4703 3.7073 1.0647  0.000
C 3.5529 3.6792 -0.0777  0.003
C 2.4429 2.5934 -0.0090  0.043
O 1.1684 3.1941 -0.3755  0.000
Si -0.0936 2.8962 0.6608  -0.001
N 0.3012 3.4634 2.2746  0.000
C -1.5192 3.9989 0.0689  0.000
C -1.1641 5.4799 0.3631  0.000
F -1.8636 6.3374 -0.4776  0.000
N -0.7255 1.2158 0.6077  -0.001
C -1.9943 1.0748 1.2367  0.000
O -2.0615 1.0208 2.3981  0.000
F -3.0826 0.9727 0.5040  0.000
C 0.1858 0.2490 1.0901  0.001
O 0.7788 0.2694 2.0847  0.000
F 0.3430 -0.8069 0.2794  0.001
H 3.6262 5.7053 4.8495  0.000
H 1.9521 5.9779 4.2854  0.000
H 2.5436 4.3231 4.3616  0.000
H 4.2124 6.0515 2.5819  0.000
H 1.4594 5.7996 2.2837  0.000
H 3.0196 3.2290 2.5809  0.000
H 4.6250 3.7094 3.1212  0.000
H 5.2627 4.3182 0.9155  0.000
H 4.1730 3.4421 -0.9640  0.001
H 3.0927 4.6587 -0.3164  0.000
H 2.4185 2.0162 0.9314  0.001
H 2.6644 1.8649 -0.8088  -0.032
H 0.6379 2.7216 2.8890  0.000
H -0.5881 3.7609 2.6829  0.000
H -2.3906 3.7584 0.7136  0.000
H -1.7981 3.8100 -0.9769  0.000
H -1.5116 5.7182 1.3863  0.000
H -0.0794 5.6695 0.3521  0.000
C -3.5447 -2.0223 2.5536  0.044
C -3.8917 -3.5324 2.6798  0.002
C -3.5607 -4.2665 1.3719  0.023
C -4.5477 -3.9923 0.2423  -0.019
C -5.9771 -4.2616 0.7036  0.019
C -6.3396 -3.4972 1.9826  0.025
N -5.3270 -3.6855 3.0644  0.318
O -5.4892 -4.8772 3.5665  0.589
C -6.4971 -2.0011 1.6393  0.017
C -7.7383 -3.9240 2.4420  -0.006
C -2.9420 -4.0600 3.7608  -0.014
H -3.3103 -1.7462 1.5227  0.001
H -4.3487 -1.3788 2.9047  -0.008
H -2.6846 -1.7399 3.1621  0.004
H -3.5447 -5.3468 1.5550  0.004
H -2.5519 -3.9995 1.0459  0.002
H -4.4460 -2.9631 -0.1146  0.001
H -4.3127 -4.6342 -0.6099  0.002
H -6.6723 -3.9945 -0.0962  0.000
H -6.0975 -5.3379 0.8662  0.004
H -6.6737 -1.4097 2.5400  -0.008
H -7.3530 -1.8490 0.9796  0.000
H -5.6385 -1.5818 1.1170  0.001
H -7.8151 -4.9992 2.6032  0.000
H -8.4806 -3.6656 1.6856  0.000
H -8.0175 -3.4178 3.3684  -0.001
H -3.1410 -3.5915 4.7269  -0.001
H -1.9089 -3.8351 3.4885  0.001
H -3.0023 -5.1412 3.8852  0.000
C 4.8315 -2.5476 -2.9252  0.013
C 3.5075 -1.7707 -2.6725  0.029
C 2.3222 -2.5163 -3.3036  0.022
C 2.2587 -2.4046 -4.8225  -0.017
C 2.3089 -0.9422 -5.2540  0.015
C 3.5148 -0.1952 -4.6722  0.039
N 3.6382 -0.3764 -3.1940  0.350
O 2.7289 0.3636 -2.6238  0.553
C 4.7923 -0.6805 -5.3883  0.010
C 3.4156 1.2875 -5.0495  -0.006
C 3.3228 -1.8045 -1.1525  -0.033
H 4.7043 -3.3639 -3.6388  0.000
H 5.6289 -1.9010 -3.2862  -0.011
H 5.2223 -2.9854 -2.0063  0.002
H 1.3850 -2.1222 -2.8941  0.002
H 2.3580 -3.5706 -3.0179  0.001
H 3.0743 -2.9699 -5.2830  0.000
H 1.3328 -2.8592 -5.1824  0.002
H 2.3315 -0.8870 -6.3451  0.000
H 1.3809 -0.4511 -4.9425  0.005
H 5.6837 -0.2323 -4.9446  -0.006
H 4.7736 -0.3901 -6.4400  0.000
H 4.9117 -1.7626 -5.3786  0.001
H 2.4840 1.7429 -4.7134  0.000
H 3.4501 1.4056 -6.1332  0.000
H 4.2469 1.8557 -4.6266  0.001
H 4.1266 -1.2680 -0.6427  -0.001
H 3.3367 -2.8375 -0.7999  0.000
H 2.3725 -1.3813 -0.8338  0.014



2.
Here is 3 unconnected molecules or ions with the total composition CH8NO3 from the OMol25 dataset. Energies are from the ωB97M-V functional and the def2-TZVPD basis.

Computed properties:
largest force on an atom = 0.8 eV/Å
LUMO energy = 4.307 eV
E = -323.40392 Eh
HOMO-LUMO gap = 8.200 eV
charge = -1
HOMO = -3.8924 eV
energy above the lowest of the compared OMol25 structures with the same formula, charge and spin = 0.2029 eV

Each line ends with the natural charge from an NBO analysis.
Positions of all 13 atoms, in Å:
N -2.0593 0.0778 0.8502  -0.894
C -0.5961 -0.1897 1.0453  0.107
O -0.0286 -0.7669 -0.0627  -0.959
H -2.2480 -0.6447 0.1456  0.348
H -2.0987 0.9090 0.2530  0.338
H -0.5275 -0.8169 1.9499  0.099
H -0.0789 0.7593 1.2857  0.091
H 1.7527 -0.7442 0.4975  0.511
H 2.3813 0.4595 -0.0639  0.452
O 2.6598 -0.3369 0.4044  -1.000
H -0.2302 0.1755 -1.2901  0.506
H 0.4297 1.5310 -1.7589  0.437
O -0.2787 0.9281 -1.9788  -1.037



3.
Here is a gas-phase ion, C2H2NO3S (charge -1) in a non-equilibrium geometry from the OMol25 dataset. Energies are from the ωB97M-V functional and the def2-TZVPD basis.

Computed properties:
SMILES string = O=C(NO)C([O-])=S
largest force on an atom = 2.8 eV/Å
LUMO energy = 3.543 eV
E = -756.08101 Eh
HOMO-LUMO gap = 7.100 eV
charge = -1
HOMO = -3.5566 eV
energy above the lowest of the compared OMol25 structures with the same formula, charge and spin = 1.6034 eV

Each line ends with the natural charge from an NBO analysis.
Positions of all 9 atoms, in Å:
C 2.6474 -0.3933 -0.1047  0.254
C 1.2318 0.3437 -0.3238  0.545
N 0.1105 -0.0524 0.3477  -0.326
O 2.6505 -1.5554 -0.4786  -0.655
O 1.1673 1.2050 -1.1927  -0.648
O -1.1683 0.2612 0.0463  -0.563
S 3.9317 0.5470 0.4578  -0.451
H 0.2024 -0.5147 1.1809  0.367
H -1.3841 0.2202 -0.8708  0.476